The following is a DFT calculation (wB97M-V/def2-TZVPD) of a single C5H8O2 molecule.

```
15
Properties=species:S:1:pos:R:3:forces:R:3
O 2.541 0.458 0.915 0.076 -0.186 0.226
C 1.178 0.690 0.721 -0.325 0.129 -0.018
C 0.810 1.117 -0.651 0.020 0.182 -0.122
C -1.019 -0.577 0.014 0.076 -0.080 -0.323
O -1.463 -0.358 1.285 -0.187 0.011 0.035
C -1.781 -1.011 -0.991 -0.008 0.068 0.110
C 0.426 -0.265 -0.164 0.013 -0.150 -0.081
H 2.624 -0.255 1.559 0.088 0.073 -0.043
H 0.648 1.140 1.560 0.083 -0.114 -0.144
H 0.003 1.834 -0.767 0.147 -0.082 0.000
H 1.617 1.182 -1.373 -0.098 0.015 0.084
H -2.415 -0.520 1.305 0.088 0.012 0.059
H -2.839 -1.229 -0.870 0.142 -0.010 0.033
H -1.348 -1.124 -1.978 -0.066 -0.004 0.154
H 1.020 -1.082 -0.564 -0.048 0.135 0.032
```
Forces are in eV/Å.

## Properties
Highest occupied orbital energy   -0.324 hartree
SMILES string   C=C(O)[C@H]1C[C@@H]1O
Energy above the lowest of the compared OMol25 structures with the same formula, charge and spin   180.40 kJ/mol
LUMO   0.8018 eV
HOMO-LUMO gap   9.62 eV


The following is a DFT calculation (wB97M-V/def2-TZVPD) of a molecular structure, C40H47AsIrN2PS3.

```
95
Properties=species:S:1:pos:R:3:forces:R:3
Ir -0.046 -0.604 -0.029 1.278 -0.320 -0.418
S -2.342 0.054 0.214 -3.150 -0.083 -0.213
C -3.312 -1.131 -0.631 0.963 0.194 1.047
C -4.600 -0.790 -1.039 -1.422 0.152 -0.193
C -5.465 -1.750 -1.560 0.977 1.007 0.614
C -4.963 -3.041 -1.706 -1.775 -0.045 -1.334
C -3.700 -3.394 -1.332 1.805 -2.404 0.648
C -2.854 -2.475 -0.706 -0.144 0.483 0.636
As -1.148 -2.674 0.263 -0.598 -4.424 -0.625
C -1.268 -3.051 2.212 -0.888 0.687 -0.718
C -0.296 -3.787 2.844 2.023 -1.852 -0.665
C -0.334 -4.067 4.191 -0.740 0.265 1.632
C -1.448 -3.598 4.972 0.912 -0.749 -0.053
C -2.450 -2.885 4.338 0.880 1.045 -1.254
C -2.283 -2.521 2.982 -0.418 -0.819 0.280
C -0.614 -4.494 -0.460 0.246 1.785 -0.127
C 0.226 -4.599 -1.555 0.943 2.122 0.005
C 0.889 -5.773 -1.852 -0.212 -0.357 -1.353
C 0.647 -6.925 -1.150 -2.748 -1.170 2.401
C -0.435 -6.891 -0.188 1.241 1.265 -0.402
C -0.991 -5.638 0.164 -0.407 -2.193 0.836
H -4.921 0.218 -0.808 -0.167 0.015 -0.319
H -6.497 -1.519 -1.804 0.229 0.037 -0.025
H -5.659 -3.745 -2.194 0.712 0.022 0.486
H -3.409 -4.495 -1.448 -0.202 1.799 0.275
H 0.530 -4.309 2.292 -0.818 0.849 0.241
H 0.500 -4.657 4.654 -1.054 0.657 -0.445
H -1.507 -3.822 6.054 0.047 0.110 -0.825
H -3.306 -2.422 4.791 -0.164 -0.282 0.704
H -3.029 -1.924 2.497 -0.455 0.315 -0.028
H 0.521 -3.644 -2.066 -0.427 -1.233 0.147
H 1.443 -5.818 -2.778 0.600 0.113 0.227
H 1.099 -7.917 -1.231 0.244 0.640 -0.663
H -0.775 -7.764 0.373 0.305 0.140 -0.360
H -1.715 -5.610 0.970 -0.008 -0.043 0.070
S 1.852 -1.608 0.896 1.662 -1.225 -0.085
C 2.335 -1.992 -0.745 0.267 0.336 1.333
S 1.397 -1.182 -1.870 -0.296 0.069 -1.225
C 3.361 -2.894 -1.046 -1.045 -0.975 -0.858
C 4.299 -3.310 -0.091 2.094 -0.274 2.289
N 5.113 -3.531 0.724 -1.697 0.300 -1.694
C 3.318 -3.649 -2.283 1.302 -0.391 -2.136
N 3.489 -4.222 -3.298 -0.746 1.359 2.572
C 4.942 2.635 0.371 -1.298 -0.338 0.566
C 4.273 1.515 1.166 -0.869 -0.366 -0.720
C 2.755 1.747 1.336 0.185 1.536 0.204
C 2.067 2.115 -0.002 -0.036 0.415 0.339
C 3.023 1.808 -1.179 -0.349 0.479 0.132
C 4.297 2.660 -1.018 0.138 1.161 -0.358
P 0.280 1.607 -0.036 0.058 3.605 -2.094
C -0.714 2.673 1.180 1.712 1.242 -0.471
C -0.469 4.250 1.036 -1.016 -0.093 -0.690
C 0.346 4.927 2.150 -1.332 -0.193 -0.235
C -0.337 4.663 3.498 0.237 1.364 -0.910
C -1.033 3.327 3.643 -1.170 -0.713 -0.627
C -0.596 2.228 2.612 -0.112 -0.898 1.798
C -0.534 2.349 -1.709 1.152 0.696 0.490
C 0.123 3.638 -2.401 -0.437 -0.086 0.689
C -0.591 4.181 -3.649 -1.566 1.629 -1.137
C -1.606 3.203 -4.306 -0.773 0.007 -1.962
C -1.838 1.791 -3.690 -0.876 1.148 -0.523
C -0.741 1.295 -2.792 0.910 0.111 -0.208
H 6.021 2.510 0.388 0.055 0.138 -0.262
H 4.668 3.570 0.879 0.434 -0.087 0.048
H 4.716 1.428 2.132 0.362 -0.340 0.714
H 4.326 0.533 0.626 0.512 0.721 0.571
H 2.480 2.508 2.116 0.611 -0.347 -0.705
H 2.354 0.859 1.731 -0.606 -1.392 0.468
H 1.895 3.182 0.015 0.318 0.734 -0.161
H 2.589 2.093 -2.144 -0.080 -0.386 0.184
H 3.262 0.747 -1.183 -0.010 0.002 -0.201
H 4.069 3.724 -1.265 -0.127 -0.668 0.071
H 5.030 2.390 -1.761 0.159 -0.416 -0.402
H -1.702 2.455 0.858 -0.993 0.071 -0.423
H -1.479 4.731 0.853 0.762 -0.447 1.094
H -0.057 4.557 0.086 0.666 -0.568 -0.309
H 0.336 6.011 1.952 0.167 -0.391 0.061
H 1.368 4.626 2.184 0.849 -0.498 -0.361
H -1.011 5.516 3.491 -0.615 -0.248 0.844
H 0.385 4.827 4.293 -0.023 -0.023 0.179
H -2.158 3.385 3.626 1.003 0.272 -0.212
H -0.807 3.028 4.645 0.033 -0.799 0.523
H -1.197 1.277 2.801 0.546 1.131 -0.291
H 0.429 1.920 2.849 -0.003 0.202 -0.034
H -1.511 2.676 -1.338 -0.115 -0.159 0.053
H 1.106 3.392 -2.748 0.741 -0.318 0.215
H 0.204 4.491 -1.708 0.183 -0.611 -0.143
H 0.145 4.542 -4.461 -0.867 -0.770 1.453
H -1.214 5.142 -3.460 1.218 -1.489 0.260
H -1.270 3.036 -5.352 0.039 -0.044 0.573
H -2.621 3.699 -4.519 1.387 -0.595 0.750
H -1.983 1.081 -4.517 -0.271 0.177 0.315
H -2.776 1.863 -3.074 0.694 -0.421 -0.500
H 0.246 1.101 -3.324 -1.175 0.178 0.444
H -1.143 0.342 -2.445 0.440 -0.240 0.480
```
Forces are in eV/Å.

## Properties
Highest occupied orbital energy (spin up / spin down)   -0.301 / -0.417 hartree
Multiplicity   6
Expectation value of S²   8.84
Energy above the lowest of the compared OMol25 structures with the same formula, charge and spin   89.18 kJ/mol
LUMO (spin up / spin down)   -2.9406 / -6.3700 eV
Net charge   +1
HOMO-LUMO gap (spin up / spin down)   5.25 / 4.99 eV


The following is a DFT calculation (wB97M-V/def2-TZVPD) of a gas-phase ion, C7H20N2OP (charge +1).

```
31
Properties=species:S:1:pos:R:3:forces:R:3
C -0.707 -1.389 -1.847 -1.668 -1.919 1.119
C 1.651 -0.998 -1.088 4.032 2.451 -0.859
C 1.150 2.404 -0.142 -0.334 0.909 -0.290
C -1.230 2.281 0.706 -0.325 3.525 0.199
C -0.062 -2.301 1.424 -0.832 2.200 -3.707
C 0.356 -0.371 -1.404 -1.047 -3.014 -1.086
C -0.287 1.821 -0.334 2.339 -1.649 2.352
N -2.149 -0.599 1.515 -0.425 0.651 -0.935
N -0.216 0.284 -0.312 -1.183 2.411 3.313
O 0.102 0.272 2.342 -0.332 -0.256 -0.149
P -0.578 -0.514 1.116 1.283 0.733 -0.510
H -1.315 -1.738 -0.887 0.998 0.769 -2.025
H -1.495 -0.972 -2.531 0.946 -0.475 0.489
H -0.294 -2.372 -2.182 -0.242 0.998 -0.424
H 1.788 -1.680 -0.311 -0.559 -1.355 1.319
H 2.398 -0.145 -0.778 -1.250 -1.397 -0.596
H 2.157 -1.425 -1.963 -0.381 -0.039 0.025
H 1.798 1.564 0.138 0.084 0.579 0.015
H 1.545 2.878 -1.080 -0.278 -0.527 0.904
H 1.144 3.203 0.664 0.096 -0.981 -0.928
H -0.969 2.271 1.766 0.483 0.299 -0.370
H -2.092 1.723 0.632 -2.203 -1.076 -0.321
H -1.549 3.340 0.361 0.547 -1.499 1.048
H 0.901 -2.164 1.879 0.039 -0.805 0.888
H 0.028 -2.749 0.390 0.063 0.137 1.395
H -1.005 -2.639 1.833 0.671 -0.828 0.909
H 0.555 0.269 -2.225 -0.135 1.174 -0.543
H -0.752 2.111 -1.211 -0.442 0.114 -2.212
H -2.884 0.090 1.642 0.605 0.177 -0.411
H -2.154 -1.226 2.259 -0.782 -1.335 1.637
H 0.936 0.736 2.239 0.230 0.027 -0.247
```
Forces are in eV/Å.

## Properties
Highest occupied orbital energy   -0.491 hartree
SMILES string   CC(C)[N+](C(C)C)=[P@](C)(N)O
Energy above the lowest of the compared OMol25 structures with the same formula, charge and spin   17.52 kJ/mol
LUMO   -2.5397 eV
Net charge   +1
HOMO-LUMO gap   10.83 eV


The following is a DFT calculation (wB97M-V/def2-TZVPD) of a molecular structure, C23H31F6N4O2PdSSbSi.

```
70
Properties=species:S:1:pos:R:3:forces:R:3
Pd 0.024 0.779 0.809 0.202 0.516 0.010
O 6.763 -1.266 -0.336 -0.058 -0.034 0.036
C 6.296 0.060 -0.149 0.078 0.108 -0.065
C 4.890 0.055 0.378 0.069 0.156 0.086
C 4.366 1.203 0.961 0.090 -0.213 -0.064
C 3.050 1.187 1.371 -0.046 0.165 0.108
N 2.253 0.126 1.274 0.179 -0.773 -0.326
C 2.763 -1.006 0.748 0.305 0.922 0.224
C 4.077 -1.054 0.274 -0.231 -0.302 0.016
C 1.875 -2.191 0.696 -0.575 -0.550 0.013
C 2.339 -3.458 0.348 0.223 0.277 -0.010
C 1.464 -4.534 0.320 -0.224 -0.095 -0.039
C 1.917 -5.891 -0.148 -0.019 -0.020 -0.009
O 2.058 -5.953 -1.562 0.029 0.036 -0.051
C 0.145 -4.312 0.682 0.200 0.024 -0.016
C -0.231 -3.028 1.047 -0.189 0.083 -0.001
N 0.589 -1.992 1.022 0.395 0.059 0.149
H 7.632 -1.222 -0.740 0.023 -0.026 -0.039
H 6.304 0.608 -1.100 0.003 -0.014 0.030
H 6.942 0.603 0.552 -0.053 -0.004 -0.001
H 4.968 2.095 1.080 -0.030 0.035 0.005
H 2.596 2.082 1.781 -0.049 -0.044 0.026
H 4.469 -1.957 -0.170 0.024 0.071 -0.022
H 3.380 -3.616 0.097 -0.035 -0.044 0.000
H 1.210 -6.654 0.194 0.048 0.019 0.062
H 2.904 -6.123 0.256 -0.027 -0.031 0.002
H 1.242 -5.626 -1.958 0.012 0.017 0.012
H -0.588 -5.109 0.672 0.002 -0.029 0.028
H -1.243 -2.831 1.374 -0.110 0.095 -0.107
F -1.849 -0.770 -0.357 -0.603 -0.420 -0.186
Sb -3.353 -1.700 -1.071 0.293 0.017 -0.326
F -2.082 -3.024 -1.643 -0.340 0.076 0.207
F -3.028 -0.887 -2.795 0.040 -0.021 0.239
F -4.803 -2.657 -1.820 0.208 0.060 0.053
F -4.475 -0.247 -0.629 0.103 -0.250 0.023
F -3.640 -2.591 0.583 0.140 0.153 -0.202
C -1.765 -0.208 3.162 -0.098 0.226 -0.225
Si -1.817 1.621 2.638 -0.254 0.643 -0.198
C -3.441 2.270 3.408 0.262 -0.108 0.169
C -0.342 2.504 3.480 -0.325 -0.124 0.128
C -1.718 1.991 0.817 0.195 -0.682 0.799
H -2.029 -0.325 4.216 0.007 0.081 0.031
H -0.774 -0.635 3.002 0.034 -0.101 -0.017
H -2.487 -0.778 2.572 0.021 -0.069 -0.026
H -3.514 2.031 4.473 -0.021 0.016 0.039
H -4.287 1.801 2.901 -0.018 0.002 -0.042
H -3.536 3.352 3.294 0.003 0.036 -0.050
H -0.493 2.606 4.559 0.020 0.008 0.040
H -0.191 3.501 3.062 -0.040 0.024 -0.043
H 0.575 1.931 3.317 0.006 -0.021 0.012
H -1.481 3.025 0.568 -0.015 0.000 0.061
H -2.513 1.599 0.186 -0.040 0.009 -0.035
N 0.369 -0.325 -2.115 -0.184 -0.153 -0.215
C -0.001 0.976 -1.937 0.452 0.349 -0.527
S 1.043 2.019 -1.105 0.029 0.050 -0.293
N -1.094 1.320 -2.649 -0.189 -0.326 0.103
C -1.830 2.509 -2.795 -0.050 0.300 0.109
C -1.487 3.745 -2.251 0.081 -0.094 -0.020
C -2.329 4.833 -2.428 -0.027 -0.025 -0.048
C -3.504 4.720 -3.153 -0.015 0.059 -0.045
C -3.828 3.499 -3.726 0.001 0.046 0.035
C -3.000 2.406 -3.551 0.004 -0.103 0.002
H 1.025 -0.652 -1.429 0.107 -0.011 0.090
H -0.355 -0.999 -2.330 -0.062 0.033 0.080
H -1.609 0.526 -3.014 -0.007 -0.014 0.075
H -0.577 3.841 -1.685 0.012 -0.004 0.087
H -2.060 5.780 -1.977 0.017 0.002 0.003
H -4.162 5.571 -3.276 0.018 0.012 0.013
H -4.741 3.395 -4.298 0.009 -0.047 -0.012
H -3.272 1.450 -3.982 -0.007 -0.027 0.055
```
Forces are in eV/Å.

## Properties
Highest occupied orbital energy (spin up / spin down)   -0.108 / -0.166 hartree
Multiplicity   2
Expectation value of S²   0.75
Energy above the lowest of the compared OMol25 structures with the same formula, charge and spin   138.32 kJ/mol
LUMO (spin up / spin down)   1.9574 / 1.9530 eV
Net charge   -1
HOMO-LUMO gap (spin up / spin down)   4.91 / 6.48 eV


The following is a DFT calculation (wB97M-V/def2-TZVPD) of a single C5H5NO2 molecule.

```
13
Properties=species:S:1:pos:R:3:forces:R:3
C 0.342 0.027 0.219 -1.909 2.398 0.184
C -0.533 -1.174 0.226 -2.772 -1.053 1.874
C -1.731 0.610 -0.598 -2.254 -0.393 2.277
C -0.467 1.018 -0.561 -0.912 2.594 -0.297
C 1.530 -0.032 -0.433 7.724 -3.745 -3.362
H 0.430 1.578 1.558 1.456 -4.799 -0.089
H -0.492 -1.550 1.321 -0.223 -0.026 -2.089
H -0.461 -1.902 -0.595 0.832 0.174 0.670
H -2.644 1.304 -0.639 1.349 -1.589 -0.713
H -0.119 2.093 -0.876 -0.557 -2.470 0.664
N 2.582 -0.383 -0.832 -2.823 1.568 0.702
O 0.776 0.495 1.499 -2.546 4.833 1.095
O -1.981 -0.687 -0.007 2.637 2.508 -0.917
```
Forces are in eV/Å.

## Properties
Highest occupied orbital energy   -0.362 hartree
SMILES string   N#C[C@@]1(O)C=COC1
Energy above the lowest of the compared OMol25 structures with the same formula, charge and spin   386.51 kJ/mol
LUMO   0.3543 eV
HOMO-LUMO gap   10.22 eV


The following is a DFT calculation (wB97M-V/def2-TZVPD) of 2 unconnected molecules or ions with the total composition C10H14NO.

```
26
Properties=species:S:1:pos:R:3:forces:R:3
C 4.069 0.319 0.115 -3.382 -1.002 -0.081
C 3.426 0.153 1.315 -1.340 -0.823 1.599
C 3.348 0.160 -1.059 -3.561 -0.651 1.945
C 2.051 -0.169 1.442 2.022 0.303 -1.965
C 1.949 -0.252 -1.029 2.824 1.706 -0.461
C 1.364 -0.438 0.268 1.105 0.211 -2.309
C -1.265 0.059 -0.334 2.727 -2.746 1.138
C -0.951 1.061 -1.343 1.125 -0.999 0.512
C -2.543 -1.246 1.220 -0.749 -1.742 0.805
C -3.548 0.459 -0.377 -1.289 0.252 -0.825
N -2.386 -0.280 0.137 0.965 0.069 -0.405
O 0.231 -1.103 0.314 -4.645 1.872 -0.799
H 5.077 0.321 0.107 3.240 0.664 -0.166
H 3.988 0.059 2.232 0.250 0.471 0.066
H 3.830 0.372 -1.936 0.912 0.151 -2.351
H 1.612 -0.450 2.352 -0.448 -0.086 1.201
H 1.456 -0.276 -2.061 0.412 -0.502 1.986
H -1.881 1.604 -1.475 0.408 0.319 -0.813
H -0.217 1.711 -0.825 0.021 -0.094 -0.694
H -0.475 0.496 -2.217 -0.878 1.284 0.959
H -3.081 -2.201 0.817 0.791 1.930 0.887
H -3.034 -0.773 2.106 -0.276 -0.314 -1.089
H -1.569 -1.521 1.631 -0.026 -0.052 -0.653
H -3.515 0.608 -1.557 -0.300 -0.616 2.804
H -3.494 1.421 0.159 -0.458 -0.145 -0.555
H -4.442 -0.095 -0.005 0.549 0.540 -0.733
```
Forces are in eV/Å.

## Properties
Highest occupied orbital energy (spin up / spin down)   -0.447 / -0.447 hartree
Energy above the lowest of the compared OMol25 structures with the same formula, charge and spin   488.03 kJ/mol
LUMO (spin up / spin down)   -4.8322 / -4.8395 eV
Net charge   +1
HOMO-LUMO gap (spin up / spin down)   7.33 / 7.32 eV